(1)
Below is a structure of composition C16H39AsCl4F6N3O5 in a non-equilibrium geometry, with properties calculated with ωB97M-V/def2-TZVPD.

Computed properties:
E ... -5849.5845 hartree
Multiplicity ... 1
HOMO ... -7.424 eV
Kohn-Sham gap ... 9.6968 eV
Charge ... -1
Max |F| ... 0.0432 Eh/bohr
Energy above the lowest of the compared OMol25 structures with the same formula, charge and spin ... 0.000 eV

Each line ends with the Löwdin charge.
Geometry (Å):
As 12.421 4.334 23.206  0.7618
F 12.868 3.144 24.382  -0.2363
F 10.718 3.900 23.328  -0.2622
F 11.988 5.604 22.097  -0.2402
F 14.092 4.807 23.133  -0.2348
F 12.542 3.172 21.924  -0.2310
F 12.137 5.447 24.533  -0.2643
Cl 12.674 -1.581 23.278  0.5254
C 11.995 -0.243 24.261  -0.6468
C 10.656 -0.637 24.882  -0.6736
Cl 10.826 -1.475 26.437  0.5393
H 11.808 0.582 23.576  0.0555
H 12.707 0.094 25.009  0.0683
H 10.149 -1.311 24.199  0.0525
H 10.090 0.287 24.983  0.0687
Cl 7.669 1.502 22.176  0.5270
C 8.209 3.193 21.925  -0.6695
C 7.156 4.004 21.196  -0.6774
Cl 5.668 4.250 22.134  0.5370
H 9.209 3.235 21.505  0.0659
H 8.305 3.676 22.899  0.0486
H 6.951 3.545 20.229  0.0675
H 7.572 4.991 20.994  0.0693
C 16.167 0.169 20.600  -0.0549
C 15.760 1.567 21.063  -0.4967
C 14.814 2.202 20.050  -0.0647
O 15.168 1.463 22.353  -0.0576
H 16.434 0.158 19.543  0.0713
H 15.367 -0.541 20.809  0.0761
H 17.041 -0.144 21.176  0.0763
H 16.642 2.208 21.176  0.1103
H 14.531 3.204 20.373  0.0667
H 13.924 1.588 19.897  0.0863
H 15.308 2.233 19.076  0.0763
H 14.372 2.004 22.343  0.0371
C 10.825 8.748 21.503  -0.0597
C 11.763 8.844 20.301  -0.4679
C 12.249 10.264 20.066  -0.0666
O 12.934 8.056 20.631  -0.0785
H 10.661 7.739 21.880  0.0528
H 9.848 9.106 21.150  0.0830
H 11.200 9.365 22.315  0.0787
H 11.410 8.418 19.357  0.1309
H 11.368 10.884 19.878  0.0779
H 12.923 10.284 19.211  0.0752
H 12.770 10.682 20.927  0.0810
H 12.667 7.210 21.006  0.0390
O 9.644 9.295 25.708  0.0035
C 10.119 8.334 25.117  -0.6012
N 11.448 8.182 24.959  0.1733
C 9.182 7.307 24.521  -0.0120
H 12.122 8.780 25.398  0.1110
H 11.769 7.323 24.534  0.0602
H 8.418 6.976 25.222  0.0831
H 9.590 6.508 23.901  0.0537
H 8.549 7.842 23.800  0.0816
O 10.610 3.070 28.844  0.0086
C 11.259 3.452 27.881  -0.6098
N 10.707 3.817 26.713  0.1783
C 12.742 3.685 28.035  -0.0066
H 9.713 3.726 26.593  0.1103
H 11.244 4.092 25.908  0.0407
H 13.214 3.882 27.070  0.0606
H 13.195 2.928 28.664  0.0803
H 12.869 4.638 28.561  0.0855
O 18.750 3.238 23.763  0.0128
C 17.621 3.700 23.850  -0.6004
N 16.988 4.239 22.784  0.1631
C 16.804 3.559 25.098  -0.0092
H 16.158 4.804 22.841  0.0732
H 17.547 4.269 21.947  0.1064
H 15.860 4.108 25.068  0.0611
H 17.380 3.864 25.972  0.0796
H 16.503 2.530 25.301  0.0889

---

(2)
Below is a structure of composition C16H39BFGaIN4O6 in a non-equilibrium geometry, with properties calculated with ωB97M-V/def2-TZVPD.

Computed properties:
E ... -3650.9351 hartree
Multiplicity ... 1
HOMO ... -4.327 eV
Kohn-Sham gap ... 6.1592 eV
Charge ... -1
Max |F| ... 0.0237 Eh/bohr

Each line ends with the natural charge from an NBO analysis.
Geometry (Å):
C 2.157 -3.052 -1.082  -0.6030
C 0.978 -2.880 -2.050  -0.4382
C 0.624 -1.387 -2.234  -0.7768
I 1.212 -0.768 -4.227  -0.0343
Ga -1.341 -0.948 -1.877  1.4419
F -2.245 -1.049 -3.483  -0.7706
C -2.200 -2.223 -0.535  -1.3224
B -3.279 -3.155 -1.163  1.1180
O -3.282 -4.549 -0.989  -0.9362
O -4.307 -2.628 -1.897  -0.9079
H 2.086 -4.030 -0.607  0.1814
H 2.108 -2.317 -0.288  0.2059
H 3.104 -2.940 -1.594  0.2073
H 1.242 -3.318 -3.000  0.2025
H 0.132 -3.408 -1.622  0.1874
H 1.241 -0.813 -1.558  0.2143
H -1.462 0.569 -1.365  -0.4022
H -1.457 -2.811 0.003  0.2153
H -2.701 -1.606 0.208  0.2434
H -2.387 -4.878 -1.194  0.4822
H -4.620 -3.303 -2.524  0.5010
C -2.250 1.772 1.384  -0.7223
C -0.799 1.826 1.798  0.6828
O -0.067 0.861 1.679  -0.6251
N -0.327 2.999 2.311  -0.6331
C -1.044 4.237 2.525  -0.4003
H -2.455 0.782 0.991  0.2665
H -2.904 1.966 2.237  0.2043
H -2.452 2.501 0.599  0.2312
H 0.649 2.979 2.559  0.4105
H -0.571 5.040 1.957  0.1995
H -1.013 4.504 3.584  0.1771
H -2.079 4.140 2.213  0.2055
C 1.949 3.430 5.433  -0.7256
C 1.964 4.721 4.649  0.6821
O 1.771 4.749 3.445  -0.6330
N 2.199 5.871 5.335  -0.6179
C 2.445 6.037 6.754  -0.4099
H 1.748 2.610 4.750  0.2544
H 2.914 3.259 5.912  0.2247
H 1.169 3.450 6.194  0.2268
H 2.194 6.694 4.752  0.4006
H 1.684 6.682 7.196  0.1958
H 3.423 6.494 6.916  0.1950
H 2.423 5.078 7.261  0.2121
C 4.374 0.392 1.531  -0.7245
C 4.795 -0.652 0.523  0.6756
O 4.245 -0.764 -0.552  -0.5965
N 5.820 -1.488 0.870  -0.6301
C 6.583 -1.511 2.100  -0.4072
H 3.551 0.960 1.110  0.2631
H 4.036 -0.077 2.456  0.2223
H 5.199 1.072 1.752  0.2121
H 6.043 -2.164 0.157  0.3986
H 7.643 -1.346 1.893  0.1868
H 6.476 -2.479 2.595  0.1908
H 6.238 -0.737 2.777  0.2091
C -3.970 -2.095 -5.534  -0.7433
C -4.785 -3.361 -5.553  0.6895
O -4.644 -4.256 -4.732  -0.6512
N -5.732 -3.493 -6.531  -0.6290
C -6.060 -2.556 -7.584  -0.4084
H -3.257 -2.126 -4.712  0.3174
H -3.418 -1.978 -6.469  0.2131
H -4.622 -1.233 -5.388  0.2234
H -6.246 -4.358 -6.482  0.3890
H -7.106 -2.248 -7.506  0.1848
H -5.908 -3.018 -8.563  0.1836
H -5.432 -1.675 -7.514  0.2208